Density functional theory data (ωB97M-V/def2-TZVPD) for a 6-piece molecular cluster, C26H58NO6S overall in a non-equilibrium geometry.

The geometry in XYZ format:
```
92
Properties=species:S:1:pos:R:3:mulliken_charge:R:1
S -0.84 3.82 -2.96 -0.12
O -1.39 2.20 -0.61 -0.18
O 2.18 -3.20 0.79 -0.38
O 2.04 6.28 -3.80 -0.52
O 2.64 2.31 -3.07 -0.42
O -5.98 0.65 5.23 -0.44
O 2.50 -7.06 0.21 -0.50
N -1.94 2.42 -2.88 -0.18
C -2.35 0.18 2.33 -0.74
C 1.19 -8.96 -0.50 -1.26
C -0.63 -1.82 1.19 -2.26
C -1.71 0.50 1.13 0.47
C 1.43 6.86 -1.54 -1.11
C -4.30 3.33 3.15 -1.32
C -3.19 1.09 2.96 -1.00
C -6.19 -1.77 5.27 -1.20
C 2.16 7.29 -2.80 0.38
C 3.54 -2.96 0.44 0.56
C 4.02 -4.01 -0.55 -1.36
C 4.41 -2.93 1.69 -1.38
C -6.12 -0.49 6.09 0.42
C 1.64 8.61 -3.33 -1.26
C 3.32 1.44 -3.99 0.42
C 2.94 -7.96 -1.99 -1.25
C -2.81 2.67 1.22 -0.68
C 2.54 -8.27 -0.56 0.34
C -1.68 1.47 -1.73 -0.73
C 2.90 1.76 -5.41 -1.26
C -3.42 2.35 2.43 0.67
C -1.98 1.75 0.59 -0.16
C -7.35 -0.33 6.97 -1.39
C 4.82 1.57 -3.80 -1.35
C -0.74 -0.48 0.47 1.54
C 0.67 0.17 0.43 -0.88
H 3.96 -5.01 -0.09 0.28
H 5.45 -2.72 1.45 0.39
H 1.84 -6.48 -0.19 0.31
H -1.58 -2.35 1.21 0.44
H 1.11 6.20 -4.01 0.32
H 0.09 -2.41 0.63 0.50
H 0.41 -8.32 -0.92 0.33
H 5.15 2.59 -4.01 0.35
H 0.77 0.83 -0.42 0.23
H -7.06 -1.74 4.60 0.34
H 0.40 3.26 -2.94 0.23
H -2.90 2.78 -2.87 0.43
H -6.27 -2.65 5.90 0.39
H -7.28 0.59 7.55 0.33
H 3.91 -7.46 -2.02 0.30
H 1.75 9.41 -2.60 0.39
H 0.91 -9.17 0.54 0.32
H -4.76 4.01 2.43 0.39
H 3.57 -1.97 -0.04 0.20
H 4.36 -3.90 2.20 0.34
H 1.82 1.66 -5.53 0.28
H 0.58 8.52 -3.60 0.32
H -1.06 -0.70 -0.55 0.24
H 3.39 -4.02 -1.44 0.33
H 1.20 -9.90 -1.05 0.38
H 3.17 2.78 -5.67 0.31
H 0.78 0.78 1.33 0.36
H 2.22 -7.29 -2.46 0.32
H 2.14 -4.06 1.22 0.28
H 3.01 -8.87 -2.59 0.41
H 1.52 7.60 -0.74 0.41
H 0.36 6.72 -1.74 0.23
H 5.05 -3.84 -0.85 0.43
H 2.18 8.90 -4.24 0.32
H 5.36 0.89 -4.47 0.41
H -3.75 3.94 3.86 0.28
H -5.08 2.79 3.67 0.29
H -8.25 -0.26 6.36 0.36
H -2.20 -0.77 2.80 0.42
H -7.46 -1.17 7.66 0.39
H 3.23 7.38 -2.58 0.28
H 4.05 -2.17 2.38 0.34
H 3.01 0.43 -3.73 0.29
H -5.23 -0.51 6.71 0.24
H -6.77 0.68 4.67 0.32
H -0.83 0.86 -2.03 0.37
H -3.66 0.82 3.90 0.47
H 1.42 -0.62 0.41 0.07
H -1.83 1.87 -3.73 0.43
H 5.11 1.34 -2.78 0.33
H 1.82 5.91 -1.17 0.26
H -2.98 3.63 0.77 0.45
H -5.31 -1.87 4.64 0.25
H 2.91 3.21 -3.27 0.28
H -0.21 -1.66 2.18 0.44
H 3.39 1.09 -6.13 0.40
H -2.55 0.82 -1.60 0.43
H 3.29 -8.89 -0.09 0.28
```

Values from the calculation:
ΔE to the lowest compared entry with this formula, charge and spin (kJ/mol): 0.00
Lowest unoccupied orbital energy (eV): -3.56
Energy (eV): -52505.7875
Charge: +1
HOMO-LUMO gap (hartree): 0.2813